21
Properties=species:S:1:pos:R:3:forces:R:3 method="wB97M-V/def2-TZVPD" charge=+1 multiplicity=2 lumo_energy_ev="-2.8 / -8.3" max_force_ha_per_bohr=0.1039
C -0.84112 -0.99342 1.19341 1.469 -1.308 -1.499
C -1.32667 0.49831 1.19612 -0.744 -0.461 0.139
C -0.31056 1.55508 0.87332 0.385 -1.582 -0.424
C -0.00649 1.67348 -0.62698 -0.322 3.564 -1.773
N 0.33761 0.50409 -1.44584 -1.165 -2.942 3.253
C 1.19143 -0.63685 -1.04876 5.189 0.713 1.051
N 0.96123 -1.95728 -1.55777 0.418 -2.776 -0.522
H -0.01342 -1.04383 1.91773 -0.912 -0.112 0.902
H -1.62521 -1.75293 1.29874 0.045 0.572 0.863
H -0.19673 -1.56316 0.40973 -2.082 1.598 0.224
H -2.33139 0.79942 0.79855 0.840 -0.899 -0.452
H -1.53363 0.60088 2.23690 -0.153 0.304 1.029
H 0.64927 1.30952 1.24760 0.999 -0.493 1.110
H -0.53934 2.53143 1.28672 -0.294 0.209 -0.425
H -0.96824 2.22781 -1.02429 1.966 -1.485 -0.111
H 0.82749 2.38888 -0.67996 -0.255 -0.153 -0.255
H -0.52311 -0.01494 -1.41895 -1.324 -0.245 -1.619
H 1.19945 -0.67580 0.12528 -0.022 0.566 -2.010
H 2.35086 -0.45736 -1.22583 -1.955 0.668 0.276
H 1.26345 -2.16647 -2.54809 -0.620 0.950 1.367
H 1.43511 -2.82686 -1.00763 -1.462 3.313 -1.123